{
  "formula": "C47H57IN5O4PTi",
  "method": "ωB97M-V/def2-TZVPD",
  "orbital_gap_ev": 7.20,
  "energy_ev": -105800.947,
  "charge": 2,
  "spin_multiplicity": 1,
  "symbols": ["Ti", "C", "C", "C", "C", "C", "C", "C", "N", "C", "C", "C", "C", "C", "C", "C", "N", "C", "C", "C", "C", "H", "H", "H", "H", "H", "H", "H", "H", "H", "H", "H", "H", "H", "H", "H", "H", "H", "H", "H", "H", "H", "H", "H", "H", "O", "C", "C", "C", "C", "N", "C", "C", "C", "C", "C", "C", "O", "C", "C", "N", "H", "H", "H", "H", "H", "H", "H", "H", "H", "H", "H", "H", "N", "C", "C", "C", "O", "O", "H", "H", "H", "H", "H", "H", "I", "C", "H", "H", "C", "P", "C", "C", "C", "C", "C", "C", "C", "C", "C", "C", "C", "C", "H", "H", "H", "H", "H", "H", "H", "H", "H", "H", "H", "H", "H"],
  "xyz": [[0.097380, 0.078923, -1.393428], [-4.957903, 2.428599, 3.116834], [-4.002762, 3.419099, 2.409066], [-4.810902, 4.336410, 1.477831], [-3.289858, 4.293136, 3.429147], [-3.024610, 2.606969, 1.581940], [-3.494922, 1.754000, 0.592339], [-2.627711, 1.035484, -0.176520], [-1.286186, 1.090261, -0.009399], [-0.817287, 1.921960, 0.924903], [-1.647359, 2.670704, 1.723659], [0.657282, 2.063303, 0.975630], [1.300792, 2.825912, 1.933054], [2.672812, 3.046836, 1.872057], [3.338412, 2.452938, 0.793504], [2.629362, 1.704784, -0.117741], [1.306939, 1.470657, -0.039810], [3.416247, 3.899732, 2.892966], [4.184563, 4.996868, 2.140679], [2.480515, 4.556489, 3.903752], [4.405583, 3.003996, 3.657915], [-5.642793, 2.983395, 3.757159], [-4.415577, 1.711431, 3.717522], [-5.570621, 1.862817, 2.423677], [-5.525363, 4.921524, 2.064714], [-5.379945, 3.767139, 0.752657], [-4.166478, 5.023571, 0.941896], [-4.013830, 4.862527, 3.988979], [-2.637184, 5.013856, 2.941130], [-2.684562, 3.732340, 4.147134], [-4.552759, 1.663656, 0.385005], [-2.968637, 0.421584, -0.990297], [-1.232137, 3.371469, 2.428163], [0.719633, 3.250233, 2.741564], [4.405749, 2.559785, 0.636141], [3.122360, 1.287298, -0.984850], [3.513046, 5.604931, 1.536177], [4.959397, 4.593942, 1.491183], [4.677765, 5.656487, 2.853971], [1.750079, 5.217594, 3.429074], [3.039715, 5.155235, 4.606602], [1.932891, 3.825774, 4.498152], [5.090535, 2.529186, 2.966035], [3.882117, 2.235873, 4.232847], [4.990412, 3.616681, 4.349602], [-3.633168, -3.265788, 3.655797], [-4.240652, -3.220006, 2.385232], [-3.248308, -2.688617, 1.395983], [-3.588520, -2.623185, 0.054614], [-2.672276, -2.126614, -0.850177], [-1.422036, -1.768164, -0.494920], [-1.085053, -1.946176, 0.782497], [-1.958743, -2.359236, 1.777766], [0.372146, -1.822719, 1.031954], [0.944041, -2.441811, 2.120962], [2.322326, -2.584612, 2.172156], [2.955721, -3.380446, 3.277317], [2.166551, -3.394802, 4.426441], [3.086342, -1.986644, 1.191723], [2.444504, -1.285416, 0.187959], [1.111255, -1.219752, 0.072118], [-4.255343, -3.675077, 4.273302], [-5.118150, -2.552816, 2.391733], [-4.562101, -4.230785, 2.068896], [-4.545134, -2.931673, -0.310546], [-2.908416, -2.076680, -1.908236], [-1.672067, -2.465175, 2.806226], [0.354875, -2.893031, 2.907689], [3.968261, -2.997229, 3.478497], [3.060496, -4.423759, 2.928233], [2.402494, -2.661385, 5.005196], [4.165315, -2.059175, 1.168648], [3.027753, -0.788731, -0.570248], [-2.985272, 2.317777, -3.052183], [-3.792307, 1.170345, -3.501012], [-3.046004, 0.139468, -4.338135], [-1.909352, -0.576742, -3.594233], [-1.461110, -1.629969, -3.971063], [-1.432746, 0.092567, -2.540370], [-3.609475, 3.087433, -2.823244], [-2.404428, 2.680585, -3.799218], [-4.678055, 1.506074, -4.046646], [-4.234567, 0.675880, -2.621130], [-2.590665, 0.613997, -5.212363], [-3.711243, -0.622625, -4.731365], [0.428048, 1.664397, -4.706180], [0.785345, 1.538955, -2.664324], [1.736016, 2.041067, -2.499151], [-0.030747, 2.145322, -2.224425], [1.202576, -1.751574, -4.931775], [1.080358, -1.871995, -3.109882], [2.868043, -1.912144, -2.812284], [3.562104, -3.051474, -2.456050], [4.945465, -3.025713, -2.374420], [5.624670, -1.854495, -2.646625], [4.926520, -0.713372, -3.026924], [3.550063, -0.743209, -3.108094], [0.448646, -3.534043, -2.775791], [-0.091429, -4.299117, -3.799001], [-0.430804, -5.628532, -3.582001], [-0.234922, -6.195392, -2.343246], [0.271689, -5.440999, -1.296587], [0.637123, -4.118997, -1.518061], [1.685828, -2.658700, -5.284883], [1.784764, -0.889921, -5.242050], [0.227314, -1.658045, -5.372481], [3.021275, -3.969515, -2.280487], [5.491291, -3.913708, -2.104432], [6.698914, -1.836108, -2.584095], [5.460322, 0.193263, -3.279858], [3.009427, 0.147733, -3.401689], [-0.277108, -3.860618, -4.775730], [-0.829623, -6.228210, -4.384827], [-0.514896, -7.221255, -2.179055], [0.437034, -5.897811, -0.326967], [1.085589, -3.566447, -0.707074]],
  "forces_ev_per_angstrom": [[-1.13, -0.72, -0.51], [0.01, 0.44, -0.06], [-0.12, -0.22, 0.05], [-0.17, -0.07, 0.23], [0.33, -0.12, 0.10], [-0.19, 0.02, -0.02], [-0.45, -0.05, -0.03], [0.81, -0.11, -0.15], [-0.51, -0.12, -0.30], [0.38, -0.10, 0.06], [-0.20, 0.47, 0.35], [-0.21, -0.20, -0.31], [0.07, 0.07, 0.23], [-0.01, -0.02, 0.09], [-0.01, -0.05, -0.04], [-0.21, -0.09, -0.17], [0.18, 0.48, 0.20], [0.06, -0.01, 0.05], [0.04, 0.05, 0.04], [-0.46, -0.08, -0.20], [-0.12, 0.18, 0.01], [0.04, 0.01, 0.08], [0.22, -0.12, 0.29], [-0.06, -0.02, -0.27], [0.12, -0.07, -0.04], [-0.13, -0.12, -0.18], [0.16, 0.17, -0.09], [-0.30, 0.17, 0.23], [0.08, 0.12, -0.10], [-0.12, -0.10, -0.05], [0.00, 0.01, 0.04], [-0.02, -0.05, 0.05], [0.08, -0.05, 0.06], [0.12, -0.01, -0.13], [-0.11, 0.10, 0.08], [0.15, -0.07, 0.00], [-0.05, 0.04, -0.04], [0.02, -0.07, -0.05], [-0.01, -0.01, 0.05], [0.06, -0.01, -0.04], [0.30, 0.19, 0.13], [-0.03, -0.14, 0.02], [0.23, -0.19, -0.06], [0.05, 0.03, -0.04], [-0.07, -0.09, -0.06], [-0.25, -0.13, 0.25], [-0.18, -0.08, 0.11], [-0.14, -0.41, 0.22], [0.48, 0.45, -0.34], [0.65, -0.01, -0.02], [-0.40, -0.13, -0.10], [0.44, 0.01, 0.06], [-0.28, 0.07, -0.54], [-0.35, 0.18, -0.06], [0.23, -0.19, 0.01], [0.11, 0.11, 0.32], [0.55, -0.18, -0.14], [-0.31, -0.08, 0.48], [-0.05, 0.20, -0.59], [0.08, -0.19, 0.08], [0.06, 0.01, 0.29], [0.24, 0.13, -0.08], [0.08, -0.21, -0.05], [0.04, 0.40, -0.01], [-0.47, -0.18, -0.03], [0.03, 0.11, 0.13], [0.10, 0.02, 0.18], [-0.04, 0.00, -0.15], [-0.20, -0.15, -0.11], [0.01, 0.34, 0.14], [0.01, -0.09, -0.05], [0.01, 0.01, 0.08], [0.01, -0.02, -0.05], [-0.21, 0.13, 0.07], [-0.53, 0.18, 0.16], [0.54, 0.11, 0.62], [-0.30, 1.04, -0.19], [-0.14, -0.29, 0.10], [0.52, -0.48, -0.03], [0.04, -0.14, 0.05], [0.04, -0.19, -0.17], [0.08, -0.07, -0.32], [0.28, 0.02, -0.01], [0.07, 0.00, 0.05], [-0.16, -0.08, 0.05], [0.01, 0.20, -0.69], [0.22, 0.09, 0.10], [-0.09, -0.11, 0.12], [0.08, 0.12, 0.15], [-0.14, 0.04, 0.06], [-0.30, 0.61, 0.16], [-0.38, -0.35, -0.05], [0.05, -0.29, -0.01], [-0.05, 0.07, 0.12], [0.06, 0.14, -0.05], [0.30, 0.13, 0.03], [0.23, 0.28, 0.16], [0.51, -0.17, 0.27], [-0.25, -0.02, -0.39], [0.07, 0.25, -0.19], [-0.23, -0.11, 0.34], [0.29, 0.21, -0.01], [-0.23, -0.23, -0.07], [0.13, -0.10, 0.01], [0.16, -0.05, 0.20], [-0.32, -0.05, -0.21], [0.05, -0.10, 0.06], [0.07, -0.18, 0.03], [0.21, 0.05, -0.02], [0.05, 0.01, 0.03], [-0.05, 0.06, -0.13], [0.09, -0.09, 0.18], [-0.08, 0.02, -0.12], [0.03, -0.24, 0.04], [-0.06, 0.07, -0.04], [0.06, 0.09, 0.01]]
}

---

{
  "formula": "C30H47BCoO2P2",
  "method": "ωB97M-V/def2-TZVPD",
  "orbital_gap_ev": [6.58, 3.78],
  "energy_ev": -92836.892,
  "charge": 1,
  "s_squared": 6.01,
  "spin_multiplicity": 5,
  "symbols": ["Co", "C", "C", "C", "C", "C", "C", "H", "H", "H", "C", "H", "H", "H", "C", "H", "H", "H", "C", "H", "H", "H", "C", "H", "H", "H", "C", "C", "C", "C", "C", "C", "C", "C", "H", "H", "H", "H", "H", "H", "H", "H", "H", "H", "H", "H", "P", "P", "C", "C", "H", "H", "H", "H", "C", "H", "H", "H", "C", "H", "H", "H", "C", "H", "H", "H", "C", "H", "H", "H", "O", "B", "O", "C", "C", "C", "C", "C", "C", "H", "H", "H", "H"],
  "xyz": [[-0.286420, -0.286227, -2.874696], [-0.350681, -2.196063, 1.620839], [0.981539, -2.452666, 1.366341], [0.968178, -0.731222, 2.914153], [-0.492610, -1.003906, 2.540052], [1.793264, -1.561269, 2.174828], [-1.474641, -3.109729, 1.282944], [-1.258071, -3.688087, 0.375104], [-2.410085, -2.553763, 1.139206], [-1.648945, -3.833264, 2.093031], [-1.404331, -1.303474, 3.700269], [-2.421494, -1.514409, 3.354866], [-1.434252, -0.473837, 4.412228], [-1.040253, -2.189080, 4.237885], [1.395170, 0.007556, 4.112042], [1.787557, -0.702576, 4.856512], [0.568941, 0.558653, 4.568917], [2.197903, 0.713426, 3.883019], [3.267444, -1.680664, 2.300560], [3.523907, -2.432694, 3.064187], [3.741659, -0.745967, 2.620786], [3.713739, -2.015913, 1.356846], [1.555815, -3.546308, 0.519911], [1.843608, -4.404287, 1.146799], [2.453946, -3.203707, -0.012998], [0.827229, -3.906966, -0.214956], [-1.486038, 0.415887, -4.058170], [-1.615690, -1.004653, -4.054935], [-0.796971, -2.011127, -4.819024], [0.731832, -1.697418, -4.878451], [1.264610, -0.997114, -3.651917], [1.328471, 0.415306, -3.475928], [0.899387, 1.448197, -4.469364], [-0.558172, 1.157486, -4.981784], [-1.195519, -2.125185, -5.838689], [0.946542, -1.080342, -5.761656], [-0.867794, -3.011510, -4.352568], [-0.488381, 0.550585, -5.892362], [-2.268987, 0.981518, -3.535800], [-2.497814, -1.464000, -3.587228], [-1.058413, 2.120239, -5.170966], [0.877003, 2.398987, -3.927926], [2.177466, 0.702022, -2.851416], [1.574890, 1.629573, -5.327790], [1.280420, -2.649421, -5.016327], [1.999202, -1.555967, -3.022968], [-1.273497, 0.227997, -0.259371], [1.934838, 0.742581, 0.040960], [-0.529395, 1.747162, -1.077102], [0.937990, 2.099804, -0.737777], [-1.202288, 2.545282, -0.721622], [-0.685885, 1.659938, -2.180354], [1.416833, 2.400923, -1.681848], [0.937751, 2.963866, -0.050570], [2.643041, 1.749920, 1.387605], [3.424578, 1.141470, 1.881158], [1.821004, 1.985489, 2.086950], [3.067810, 2.664623, 0.925718], [3.502184, 0.484970, -0.880387], [3.884739, 1.423651, -1.299515], [3.360712, -0.264910, -1.666526], [4.230151, 0.064658, -0.173633], [-3.059992, 0.315889, -0.665870], [-3.518185, -0.628623, -0.362023], [-3.212292, 0.441350, -1.741063], [-3.526723, 1.140909, -0.125229], [-0.941500, -1.406967, -1.094286], [-0.033422, -1.958366, -0.805757], [-0.972578, -1.590113, -2.185872], [-1.854982, -1.953672, -0.773139], [-2.487434, 0.721484, 2.150952], [-1.056815, 0.402663, 1.766889], [-0.298160, 1.636199, 2.171655], [-1.170738, 2.464898, 2.803813], [-0.849900, 3.518269, 3.660170], [-1.893648, 4.088227, 4.401675], [-3.207789, 3.639763, 4.248426], [-3.526732, 2.572296, 3.411223], [-2.479987, 1.944694, 2.730558], [0.190363, 3.826367, 3.743178], [-1.666823, 4.891316, 5.110812], [-4.004657, 4.125805, 4.807532], [-4.542754, 2.203557, 3.289297]],
  "forces_ev_per_angstrom": [[0.12, -0.08, 4.49], [1.56, -0.21, 0.09], [-1.52, 0.26, 0.41], [0.21, -2.22, -1.06], [1.17, 0.36, -1.25], [-1.35, 1.22, 1.20], [-0.22, -0.08, -0.16], [-0.15, -0.01, 0.21], [-0.06, -0.18, 0.04], [-0.03, 0.19, -0.15], [-0.16, -0.29, 0.69], [0.13, 0.15, 0.16], [-0.18, -0.07, -0.09], [-0.05, 0.12, -0.01], [0.17, 0.56, 0.45], [-0.10, 0.22, -0.08], [0.18, 0.02, -0.03], [-0.03, 0.03, 0.20], [0.36, -0.16, 0.19], [0.02, 0.12, -0.21], [-0.07, -0.20, -0.10], [0.10, 0.13, 0.17], [-0.04, -0.01, 0.08], [0.00, 0.16, -0.25], [-0.18, -0.13, 0.07], [0.14, -0.06, 0.06], [-2.81, 0.08, -1.48], [-1.55, -0.21, -1.05], [0.83, -0.57, -0.68], [-0.01, -0.33, -0.94], [2.55, -1.35, -0.45], [3.79, 0.54, -0.95], [-1.08, 0.61, -0.06], [0.27, 0.57, -0.83], [0.07, -0.04, 0.10], [0.03, -0.19, 0.12], [-0.35, 0.56, -0.04], [-0.14, 0.48, -0.02], [0.15, -0.18, -0.55], [0.18, 0.57, -0.11], [0.33, -0.38, -0.37], [-0.01, 0.02, -0.09], [-0.58, 0.12, 0.01], [-0.14, -0.49, 0.34], [-0.31, 0.52, 0.02], [-0.77, 0.38, -0.45], [0.20, 0.42, -0.19], [-0.50, -0.34, 0.42], [-0.30, -0.33, 0.11], [0.01, 0.49, -0.64], [0.07, -0.19, -0.16], [0.03, 0.50, 0.76], [-0.05, 0.23, 0.36], [0.05, -0.40, -0.35], [0.04, -0.08, 0.23], [-0.36, 0.61, -0.15], [0.66, 0.00, -0.33], [-0.05, -0.42, 0.47], [-0.07, 0.10, -0.45], [0.17, -0.23, 0.01], [0.22, 0.17, 0.07], [-0.20, 0.21, -0.12], [0.29, 0.22, -0.12], [-0.04, 0.20, 0.12], [-0.05, 0.00, 0.09], [0.06, -0.13, -0.04], [0.15, -0.46, 1.05], [-0.42, 0.57, 0.42], [-0.94, -0.82, 0.27], [0.78, 0.13, -0.32], [0.61, -0.25, -1.01], [-0.41, 0.04, 2.17], [-0.19, -0.90, -1.05], [-0.99, -0.07, 0.84], [-0.21, -0.43, -0.56], [0.06, 0.15, -0.09], [0.11, 0.33, 0.07], [0.38, -0.48, -0.62], [0.46, 0.89, 1.12], [-0.23, 0.05, 0.14], [-0.15, -0.30, -0.34], [0.17, -0.10, -0.09], [0.17, 0.04, 0.24]]
}